[1]
{"formula": "C18H14BrN4O2PdSbSe4", "method": "the ωB97M-V functional and the def2-TZVPD basis", "species": ["Pd", "O", "C", "N", "C", "O", "C", "C", "C", "C", "C", "N", "C", "C", "C", "C", "C", "N", "H", "H", "H", "H", "H", "H", "H", "H", "C", "C", "C", "C", "C", "Br", "N", "C", "H", "H", "H", "H", "H", "H", "Se", "Sb", "Se", "Se", "Se"], "xyz": [[0.56744, 0.62617, -0.54142], [0.38403, 2.18774, 3.18896], [0.64746, 1.68045, 2.13045], [-0.09253, 1.70921, 0.96620], [-1.32138, 2.32303, 0.80366], [-1.97520, 2.89542, 1.63409], [-1.81690, 2.13655, -0.61076], [-2.97164, 2.75166, -1.04659], [-3.35326, 2.58144, -2.36617], [-2.57190, 1.79936, -3.20348], [-1.43842, 1.19623, -2.69271], [-1.08535, 1.35669, -1.41832], [1.93550, 0.91709, 1.91639], [2.89700, 0.86702, 2.90148], [4.07148, 0.17814, 2.64665], [4.24294, -0.43698, 1.41740], [3.23031, -0.35539, 0.47967], [2.09996, 0.29979, 0.73502], [-3.51924, 3.36660, -0.34655], [-4.24353, 3.06438, -2.74625], [-2.82661, 1.65951, -4.24388], [-0.77934, 0.58936, -3.29864], [2.70641, 1.38842, 3.82861], [4.85334, 0.13227, 3.39283], [5.15180, -0.96775, 1.17446], [3.31829, -0.80124, -0.50192], [-2.77068, -4.09267, 1.93403], [-1.84161, -3.64816, 0.84113], [-1.40875, -4.50470, -0.16347], [-0.54921, -4.05431, -1.15408], [-0.16006, -2.73157, -1.08262], [1.02046, -1.97409, -2.37902], [-0.54870, -1.89061, -0.14965], [-1.37200, -2.33982, 0.79358], [-3.03922, -5.14139, 1.82046], [-3.68900, -3.50444, 1.92695], [-2.30830, -3.96483, 2.91343], [-1.74427, -5.53469, -0.17393], [-0.19856, -4.70163, -1.94401], [-1.66779, -1.61470, 1.54536], [0.20901, 4.67021, -1.38827], [2.35302, 3.72251, -1.40292], [2.48215, 1.27362, -2.58235], [3.08983, 3.24725, -3.82213], [4.03302, 3.63883, 0.26835]], "forces_ev_per_a": [[0.19, 0.52, -0.27], [-0.03, -0.01, 0.10], [0.02, 0.13, -0.21], [-0.18, -0.16, 0.24], [0.13, -0.28, 0.08], [-0.04, 0.14, 0.03], [-0.09, 0.00, -0.04], [0.00, 0.01, -0.02], [0.00, 0.00, -0.01], [-0.01, 0.00, 0.00], [0.02, 0.01, -0.02], [-0.06, -0.06, -0.03], [0.00, -0.12, 0.06], [0.05, 0.01, 0.00], [0.01, 0.01, 0.00], [-0.01, 0.00, 0.01], [0.03, 0.01, -0.02], [0.00, 0.02, 0.04], [0.00, -0.01, 0.01], [0.00, 0.00, 0.01], [0.01, 0.00, 0.00], [0.00, 0.00, 0.00], [-0.01, 0.00, 0.00], [0.00, 0.01, 0.00], [0.00, 0.00, -0.01], [0.01, -0.01, 0.01], [0.00, 0.02, 0.01], [0.01, 0.01, 0.00], [0.00, -0.03, -0.01], [0.01, -0.02, -0.02], [0.05, 0.13, 0.02], [-0.09, -0.07, 0.11], [0.03, 0.01, -0.04], [-0.01, -0.02, -0.01], [0.00, 0.00, 0.00], [0.00, -0.01, 0.00], [0.00, 0.00, 0.00], [0.00, 0.00, 0.00], [0.00, 0.00, 0.00], [-0.01, 0.00, 0.01], [-0.27, 0.21, 0.05], [0.57, -0.67, -0.50], [0.01, 0.03, 0.00], [-0.19, 0.07, 0.47], [-0.11, 0.09, -0.02]], "molar_mass_g_mol": 942.26, "e_tot_ev": -370395.4204, "homo_lumo_gap_ev": [6.450, 6.451], "lumo_ev": [-1.0, -1.0]}

---

[2]
{"formula": "C18H14Cl4MnN3O2", "method": "the ωB97M-V functional and the def2-TZVPD basis", "species": ["Mn", "Cl", "C", "C", "C", "Cl", "C", "C", "C", "C", "N", "C", "C", "O", "H", "H", "H", "H", "Cl", "C", "C", "C", "C", "C", "Cl", "C", "N", "H", "H", "H", "C", "N", "C", "C", "O", "H", "H", "H", "H", "H", "H", "H"], "xyz": [[0.29944, -0.11226, 0.72434], [1.86274, -0.97561, 5.34817], [2.39628, -1.66647, 3.84315], [3.41203, -2.62685, 3.85086], [3.85218, -3.17797, 2.67211], [5.12912, -4.37630, 2.73541], [3.31229, -2.80955, 1.42183], [3.69302, -3.31675, 0.15577], [3.02361, -2.84110, -0.95839], [2.02931, -1.88333, -0.85274], [1.66730, -1.35751, 0.33071], [2.29247, -1.84064, 1.45750], [1.81271, -1.25078, 2.65408], [0.86894, -0.34931, 2.53710], [3.85023, -2.93322, 4.79017], [4.46717, -4.06507, 0.07607], [3.26538, -3.22549, -1.94155], [1.47722, -1.53010, -1.71210], [-3.37226, -2.98296, -0.56556], [-3.36686, -1.26867, -0.85194], [-4.48521, -0.66590, -1.33238], [-4.54472, 0.73375, -1.55936], [-3.42163, 1.48717, -1.32137], [-2.26306, 0.84431, -0.89387], [-0.77788, 1.70708, -0.51671], [-2.14564, -0.54498, -0.49002], [-1.14998, -1.09017, 0.11875], [-5.35372, -1.28109, -1.53378], [-5.45581, 1.19509, -1.91325], [-3.42571, 2.55766, -1.47449], [-1.17712, 4.40550, -0.28359], [-1.16378, 3.24783, -1.14373], [-0.96814, 3.38620, -2.56448], [0.58330, 1.10881, -0.88816], [-0.84226, 1.91334, 0.96329], [-2.03058, 5.03520, -0.55303], [-0.25588, 4.99296, -0.37153], [-1.29083, 4.08825, 0.74847], [-1.70280, 4.09656, -2.95194], [-1.14733, 2.42962, -3.05513], [0.03749, 3.74075, -2.82282], [1.00896, 1.20201, -1.87586]], "forces_ev_per_a": [[-0.26, 1.67, -0.56], [0.04, -0.05, -0.08], [-0.12, 0.12, -0.04], [0.12, -0.15, -0.36], [0.19, -0.13, 0.41], [0.00, 0.00, -0.02], [-0.04, 0.07, -0.11], [-0.49, 0.36, -0.23], [0.76, -0.66, 0.22], [-0.60, 0.69, 0.94], [0.43, -1.24, -0.61], [0.18, -0.09, -0.66], [-0.66, 0.71, 0.33], [0.61, -0.58, 0.76], [0.01, -0.01, 0.00], [0.02, -0.01, -0.01], [0.02, -0.01, 0.01], [-0.02, 0.04, 0.01], [-0.02, -0.05, 0.00], [-0.27, 0.14, -0.12], [0.06, -0.16, 0.05], [-0.03, 0.10, -0.02], [0.05, 0.01, -0.07], [0.06, 0.28, -0.13], [0.12, -0.59, 0.39], [0.57, -0.42, 0.32], [-0.48, -0.45, -0.37], [-0.01, 0.01, -0.01], [0.00, 0.00, 0.00], [0.00, 0.00, 0.00], [0.20, -0.02, -0.10], [-0.69, 0.19, -0.01], [0.16, 0.02, 0.10], [0.49, -0.03, 0.07], [-0.16, 0.24, 0.02], [0.00, 0.04, 0.00], [0.00, 0.03, 0.02], [-0.01, -0.02, -0.01], [0.00, 0.01, -0.02], [0.00, 0.00, 0.01], [0.01, 0.01, -0.02], [-0.24, -0.05, -0.13]], "molar_mass_g_mol": 501.08, "e_tot_ev": -108857.8440, "multiplicity": 2, "homo_lumo_gap_ev": [5.617, 5.303], "lumo_ev": [2.6, 2.6], "total_charge": -1, "s_squared": 0.90}

---

[3]
{"formula": "C18H14F5IMgN2S", "method": "the ωB97M-V functional and the def2-TZVPD basis", "species": ["C", "C", "H", "H", "H", "H", "H", "H", "C", "C", "C", "C", "H", "H", "H", "H", "N", "C", "C", "N", "C", "C", "C", "H", "H", "C", "H", "H", "Mg", "I", "F", "C", "C", "F", "C", "F", "C", "S", "C", "F", "C", "F"], "xyz": [[-4.56386, -1.06105, -1.52604], [-4.72312, 0.44577, -1.72474], [-4.33785, -1.59805, -2.45071], [-5.44721, -1.54027, -1.07424], [-3.72924, -1.22398, -0.79878], [-3.76443, 0.90631, -1.96806], [-5.42525, 0.63220, -2.54370], [-5.16273, 0.89720, -0.83105], [1.76934, -2.45058, -0.33072], [3.01803, -3.02801, -0.58916], [4.08272, -2.16712, -0.86712], [3.84952, -0.79000, -0.87608], [0.90990, -3.07557, -0.08101], [3.12709, -4.11671, -0.57558], [5.08405, -2.53797, -1.07676], [4.64281, -0.06337, -1.04430], [1.51474, -1.13381, -0.43231], [2.54606, -0.28820, -0.68153], [2.25720, 1.17188, -0.69339], [0.95561, 1.55511, -0.53072], [0.69207, 2.85668, -0.26403], [2.98310, 3.49542, -0.65819], [1.66332, 3.86389, -0.37376], [-0.32979, 3.09162, 0.05747], [1.37510, 4.91040, -0.23330], [3.28193, 2.13652, -0.78033], [4.29785, 1.78680, -0.92846], [3.77863, 4.23559, -0.77552], [-0.37406, -0.06945, -0.28346], [-1.80045, -2.29066, -0.51455], [-4.70822, -0.92156, 5.36601], [-3.55107, -0.59330, 4.75118], [-2.59162, -1.57970, 4.51760], [-2.77589, -2.83429, 4.97079], [-1.48701, -1.27974, 3.73200], [-0.58738, -2.24303, 3.47054], [-1.30882, 0.00530, 3.16457], [0.03726, 0.34875, 2.22313], [-2.26971, 1.00353, 3.48310], [-2.10402, 2.26496, 3.00787], [-3.38183, 0.69668, 4.25046], [-4.34736, 1.63697, 4.43726]], "forces_ev_per_a": [[0.13, 0.12, 1.07], [-0.77, -0.56, -0.25], [0.14, 0.12, 0.10], [0.06, 0.32, -0.25], [-1.65, 0.29, -1.05], [-0.04, 0.14, 0.04], [0.17, 0.25, 0.00], [0.29, 0.12, -0.05], [-0.09, -0.02, -0.32], [-0.02, 0.58, 0.07], [-0.34, 0.23, 0.05], [-0.63, 0.42, 0.03], [0.19, 0.27, -0.11], [-0.01, 0.52, 0.08], [-0.23, 0.00, 0.09], [-0.03, -0.56, -0.04], [1.03, 0.33, -0.23], [0.46, -1.29, -0.12], [-0.40, 1.15, 0.02], [1.00, 0.53, 0.27], [0.44, -0.13, -0.45], [-0.34, -0.43, -0.10], [-0.13, -0.35, 0.08], [0.40, -0.12, -0.33], [0.15, -0.49, 0.03], [-0.58, -0.36, 0.12], [-0.15, 0.35, 0.04], [-0.35, -0.21, 0.12], [0.20, -0.84, 1.60], [1.31, -0.45, 0.15], [0.56, 0.19, -0.07], [-0.33, -0.19, -0.06], [-0.05, 0.03, -0.21], [-0.02, 0.54, -0.07], [-0.20, 0.69, -0.27], [-0.40, 0.28, 0.21], [-1.81, -0.30, 1.45], [1.54, 0.67, -1.69], [0.60, -0.70, -0.16], [-0.30, -0.83, 0.31], [-0.38, 0.43, -0.16], [0.60, -0.70, 0.05]], "molar_mass_g_mol": 536.59, "e_tot_ev": -59843.2887, "homo_lumo_gap_ev": 6.050, "lumo_ev": -1.4}

---

[4]
{"formula": "C18H14FeN2O5", "method": "the ωB97M-V functional and the def2-TZVPD basis", "species": ["C", "C", "N", "C", "C", "C", "C", "N", "O", "O", "C", "C", "H", "H", "H", "H", "H", "O", "C", "Fe", "C", "O", "C", "O", "C", "C", "C", "C", "C", "C", "C", "H", "H", "H", "H", "H", "H", "H", "H", "H"], "xyz": [[-2.76944, -0.54328, 1.16280], [-3.70604, 0.24643, 1.82858], [-4.56111, 0.86081, 2.35874], [-1.40279, -0.41164, 1.53751], [-0.53548, -1.54483, 1.60159], [0.76457, -1.42753, 2.03973], [1.27599, -0.13724, 2.33214], [2.67087, 0.02396, 2.58028], [3.12161, 1.18690, 2.70196], [3.41719, -0.97837, 2.64335], [0.45653, 1.01408, 2.26098], [-0.86389, 0.87221, 1.88485], [-3.08545, -1.44134, 0.63150], [-0.98070, -2.52318, 1.40920], [1.39388, -2.30716, 2.20211], [0.88817, 1.97601, 2.55839], [-1.51037, 1.75101, 1.92979], [-2.53874, -3.47472, -5.09869], [-2.73844, -2.44083, -4.59357], [-2.87186, -1.28642, -3.29521], [-1.08089, -1.12553, -3.07295], [0.03133, -1.08257, -2.74281], [-2.74531, -2.46513, -1.97710], [-2.50021, -3.21179, -1.10553], [-4.83911, -1.21943, -3.17112], [-5.51099, -0.77746, -1.89599], [-4.92486, 0.44006, -1.12337], [-3.47014, 0.64648, -1.26946], [-2.88657, 0.73063, -2.54596], [-3.56529, 0.76654, -3.82081], [-4.42816, -0.24712, -4.16983], [-5.26321, -2.17359, -3.53904], [-6.54782, -0.48614, -2.13491], [-5.57212, -1.65197, -1.22742], [-5.47758, 1.35002, -1.45279], [-5.27451, 0.34298, -0.07995], [-2.79788, 0.86866, -0.43304], [-1.86239, 1.13299, -2.58503], [-3.19468, 1.49574, -4.54989], [-4.75519, -0.39156, -5.20500]], "forces_ev_per_a": [[-0.24, -0.84, 1.01], [-1.99, 0.68, 0.60], [1.50, -0.80, -0.70], [1.77, 0.64, 0.08], [-0.83, 0.58, 0.27], [0.12, 0.01, 0.24], [1.31, -0.04, -0.28], [-2.02, -0.10, -0.28], [0.34, 1.48, 0.27], [0.56, -1.44, 0.10], [0.04, -0.05, 0.23], [-0.13, -0.81, 0.27], [-0.16, 0.39, 0.09], [0.25, 0.20, -0.13], [-0.13, 0.50, -0.25], [-0.19, -0.49, -0.27], [0.03, -0.27, -0.26], [-0.30, 0.89, -0.44], [0.69, -2.61, -0.51], [1.93, -1.68, 0.68], [1.36, 1.81, -0.05], [-0.47, -0.79, -0.21], [0.79, -1.65, 1.30], [-0.80, 1.11, -1.06], [-1.77, 0.80, -0.48], [-0.28, 0.16, 0.20], [-1.19, -0.14, 0.30], [1.18, 0.49, -1.61], [-0.11, 1.63, 1.73], [0.26, 1.66, -0.48], [-1.54, -1.22, 0.21], [-0.05, 0.73, -0.02], [-0.11, -0.22, 0.18], [0.06, 0.20, 0.00], [0.41, -0.31, -0.21], [0.51, 0.00, -0.33], [-0.51, -0.13, -0.48], [-0.49, -0.06, 0.20], [-0.11, -0.44, 0.04], [0.35, 0.14, 0.08]], "molar_mass_g_mol": 394.16, "e_tot_ev": -66490.2970, "multiplicity": 5, "homo_lumo_gap_ev": [3.918, 5.726], "lumo_ev": [4.9, 3.8], "total_charge": -2, "s_squared": 6.13}